# C5H3N

A single C5H3N molecule (ωB97M-V with the def2-TZVPD basis set, the OMol25 dataset).

Element x y z (Å)
1 C 0.89208 0.62137 -0.23112
2 C 0.88117 -0.14539 0.85601
3 C 0.38646 -1.22844 1.45463
4 N -1.04038 -0.87923 1.64129
5 C -0.72302 -0.48174 0.49499
6 C -0.47149 0.15505 -0.81429
7 H 1.39220 1.44037 -0.71928
8 H -1.11040 0.99912 -0.92978
9 H -0.20662 -0.48111 -1.75245

Summary:
Energy relative to the best compared isomer or geometry (same formula, charge and spin) in kcal/mol: 131.0
SMILES string: C1=C2C3=N[C@@]23C1
LUMO in eV: 0.34
HOMO level in eV: -8.17

---

# C4H5NO2S

A single C4H5NO2S molecule (ωB97M-V with the def2-TZVPD basis set, the OMol25 dataset).

Element x y z (Å)
1 O 1.60088 2.22379 -0.11081
2 C 0.90662 1.22993 0.01699
3 O -0.49008 1.50188 -0.16078
4 C -1.30859 0.48588 0.38879
5 C -0.76987 -0.72504 -0.39353
6 N 0.55011 -1.19479 0.10334
7 C 1.54024 -0.14044 0.05616
8 S 3.17035 -0.03709 0.01871
9 H -2.34858 0.70860 0.10169
10 H -1.30666 0.28721 1.60232
11 H -1.47104 -1.49739 -0.18057
12 H -0.89509 -0.72228 -1.59129
13 H 0.82170 -2.12027 0.14897

Summary:
Energy relative to the best compared isomer or geometry (same formula, charge and spin) in kcal/mol: 69.4
SMILES string: O=C1OCCNC1=S
LUMO in eV: -0.84
HOMO level in eV: -8.88

---

# C15H26ClHf2N5O10

A molecular structure, C15H26ClHf2N5O10 (ωB97M-V with the def2-TZVPD basis set, the OMol25 dataset).

Element x y z (Å)
1 C 4.47155 0.83860 1.88407
2 C 3.07036 1.41191 1.93422
3 N 3.04077 2.85487 1.71711
4 C 3.82027 3.83488 2.46090
5 C 3.68053 5.04532 1.81908
6 N 2.97037 4.80156 0.67395
7 C 2.55454 3.50777 0.61107
8 C 2.53892 5.80071 -0.33943
9 H 4.50144 -0.17339 2.28791
10 H 5.13456 1.47200 2.47341
11 H 4.77799 0.95144 0.84413
12 H 2.62269 1.15024 2.89299
13 H 2.48501 0.97565 1.12480
14 H 4.42797 3.51873 3.29586
15 H 4.12835 6.02308 1.91826
16 H 1.87553 3.07463 -0.10848
17 H 3.27197 6.58018 -0.54718
18 H 1.68322 6.28848 0.12742
19 H 2.38937 5.35714 -1.32379
20 Hf -8.21447 -0.06118 -3.10384
21 Hf -5.17080 2.69257 5.28616
22 Cl -3.61662 -0.12693 0.48371
23 O -3.21940 -1.51013 0.42161
24 O -4.65266 0.02630 -0.45726
25 O -4.22606 0.31257 1.76959
26 O -2.50384 0.72458 0.06129
27 C -0.38891 -5.24041 2.12065
28 N 0.52277 -4.52588 2.99358
29 O 0.37445 -3.39285 3.48062
30 O 1.59606 -5.09100 3.06578
31 H -0.05989 -6.26945 1.97601
32 H -0.23926 -4.72506 1.17190
33 H -1.41130 -5.08915 2.46697
34 C -2.80548 2.82022 -4.33205
35 N -4.17480 2.86634 -4.89146
36 O -5.03777 2.20928 -4.28921
37 O -4.44538 3.51945 -5.87279
38 H -2.78507 3.40524 -3.41258
39 H -2.30151 3.28839 -5.17758
40 H -2.47377 1.78802 -4.21961
41 C -6.24192 -4.40318 3.66633
42 N -7.36794 -3.59705 4.16177
43 O -7.28348 -2.35527 4.06050
44 O -8.42924 -4.12170 4.59149
45 H -5.34341 -4.23901 4.26116
46 H -5.96376 -3.94750 2.71603
47 H -6.58848 -5.42023 3.48296
48 C 4.17566 -2.81801 -2.86406
49 C 2.95624 -2.70093 -2.27076
50 C 2.02568 -1.77515 -2.73880
51 C 2.35223 -0.94266 -3.77491
52 C 3.56131 -1.04198 -4.43086
53 C 4.49337 -2.00377 -3.97232
54 H 4.81787 -3.61179 -2.51210
55 H 2.70057 -3.36477 -1.45815
56 H 1.04122 -1.76773 -2.29474
57 H 1.59743 -0.25232 -4.12150
58 H 3.88027 -0.42250 -5.25603
59 H 5.40446 -2.14907 -4.53375

Summary:
Net charge: +8
LUMO in eV: -24.20
HOMO level in eV: -25.61

---

# C2H3NOS

A single C2H3NOS molecule (ωB97M-V with the def2-TZVPD basis set, the OMol25 dataset).

Element x y z (Å)
1 O 2.33550 -0.36001 -0.28548
2 C 1.18920 -0.72100 0.07947
3 N 0.08644 0.21561 -0.01230
4 C -1.32605 0.50592 -0.15537
5 S -2.39690 -0.59915 -0.13956
6 H 0.62525 -1.71888 0.29255
7 H 0.85347 1.06958 0.11628
8 H -1.36691 1.60792 0.10440

Summary:
Energy relative to the best compared isomer or geometry (same formula, charge and spin) in kcal/mol: 51.3
SMILES string: O=CNC=S
LUMO in eV: -0.65
HOMO level in eV: -9.42

---

# C23H25ClN2PTm

A molecular structure, C23H25ClN2PTm (ωB97M-V with the def2-TZVPD basis set, the OMol25 dataset).

Element x y z (Å)
1 Tm -0.07848 1.05060 2.08956
2 Cl -0.05988 1.91030 4.23096
3 P -0.07468 0.99430 -0.08244
4 C -1.42008 0.17590 -1.01154
5 C -1.25778 -0.55560 -2.19104
6 C -2.36618 -1.12020 -2.82424
7 C -3.64218 -0.95690 -2.28824
8 C -3.81028 -0.24140 -1.10004
9 C -2.70558 0.31290 -0.46124
10 C -0.32298 2.77050 -0.46354
11 C 0.53352 3.67090 0.19486
12 C 0.37542 5.04430 0.02736
13 C -0.63428 5.53370 -0.80324
14 C -1.48408 4.64550 -1.46454
15 C -1.33428 3.26920 -1.29474
16 C 1.48562 0.63570 -0.97304
17 C 2.56782 0.14380 -0.23304
18 C 3.79762 -0.08820 -0.84834
19 C 3.95792 0.18210 -2.20754
20 C 2.89242 0.70260 -2.94634
21 C 1.66372 0.93630 -2.33154
22 H 1.32432 3.28550 0.83676
23 H 1.03772 5.73110 0.54646
24 H -0.75868 6.60480 -0.93474
25 H -2.26868 5.02480 -2.11344
26 H -2.00318 2.58290 -1.80454
27 H -0.26728 -0.70230 -2.60734
28 H -2.22798 -1.69540 -3.73554
29 H -4.50238 -1.39610 -2.78574
30 H -4.80028 -0.12450 -0.66804
31 H -2.81788 0.85000 0.47836
32 H 2.43262 -0.03390 0.83176
33 H 4.63022 -0.47080 -0.26434
34 H 4.91582 0.00470 -2.68854
35 H 3.02392 0.93620 -3.99924
36 H 0.84782 1.37120 -2.90234
37 H -0.18688 -5.54700 -4.08394
38 H 0.55522 -5.51460 -4.05184
39 C 2.20042 -3.85950 3.90526
40 C 1.14532 -2.95090 3.36626
41 C -0.18888 -3.26410 3.18356
42 C -0.76088 -2.09240 2.72446
43 N 0.19412 -1.14910 2.62656
44 N 1.34702 -1.66780 3.01356
45 C -2.20518 -1.87470 2.42906
46 H 1.91772 -4.18270 4.93006
47 H 2.30252 -4.75070 3.25386
48 H 3.17532 -3.33020 3.95776
49 H -0.68148 -4.20520 3.39006
50 H 2.24542 -1.13770 3.06776
51 H -2.53238 -2.56260 1.62256
52 H -2.80308 -2.06840 3.34456
53 H -2.37368 -0.82710 2.11286

Summary:
Net charge: +2
Energy relative to the best compared isomer or geometry (same formula, charge and spin) in kcal/mol: 52.5
LUMO (alpha / beta) in eV: -7.45 / -7.38
Multiplicity: 3
HOMO level (alpha / beta) in eV: -15.07 / -15.11

---

# C5H13PS2

2 unconnected molecules or ions with the total composition C5H13PS2 (ωB97M-V with the def2-TZVPD basis set, the OMol25 dataset).

Element x y z (Å)
1 C 0.77796 -1.56576 -1.02331
2 C 1.32487 -0.58185 -0.33402
3 C 1.69247 0.73085 -1.06658
4 C 1.98570 -0.60292 1.04694
5 H 0.42654 -2.56918 -0.79832
6 H 0.61783 -1.32008 -2.09562
7 H 1.08177 0.90147 -1.97059
8 H 2.77333 0.75316 -1.41780
9 H 1.47195 1.56232 -0.48784
10 H 2.14343 0.31039 1.47971
11 H 1.29702 -1.21821 1.66357
12 H 2.92382 -1.08948 0.94578
13 C -1.93651 0.24793 -0.80781
14 P -1.15679 0.45938 0.80354
15 S -2.60486 -0.56822 1.90320
16 S -1.65854 2.50605 1.31291
17 H -1.61621 1.04541 -1.46170
18 H -1.46517 -0.71114 -1.11579
19 H -3.03289 0.06643 -0.87308
20 H -2.17081 -0.81878 3.18242
21 H -2.87491 2.46225 1.11438

Summary:
Energy relative to the best compared isomer or geometry (same formula, charge and spin) in kcal/mol: 21.5
SMILES string: C=C(C)C.CP(S)S
LUMO in eV: 0.63
HOMO level in eV: -8.60